*a*
DFT (the ωB97M-V functional and the def2-TZVPD basis) results for 2 unconnected molecules or ions with the total composition C4H10NP.

Properties
Lowest unoccupied orbital energy, eV: 0.3
Orbital gap, hartree: 0.31399
2S+1: 1
HOMO, eV: -8.268
SMILES: CP(C)#N.C=C

Each line ends with the Mulliken charge.
Atoms and positions in Å:
P: 1.04500 -0.03932 -0.03858  0.5644
H: -1.99025 1.23380 1.67819  0.3626
H: 0.91275 -0.00992 -2.27489  0.3798
H: 1.37862 -1.78283 1.67291  0.3231
H: -0.28558 -1.63163 0.88827  0.2897
H: -0.19407 -1.30299 -1.78247  0.4043
H: -0.84754 1.13446 -1.11543  0.2316
N: 2.08486 1.03032 0.15384  -0.7111
H: 0.09306 -0.55958 2.37670  0.2666
C: 0.74679 -0.85067 -1.65186  -1.0576
C: -1.76145 1.10518 0.63495  -0.5342
H: -2.41918 0.44047 0.04578  0.2369
H: 1.54828 -1.63655 -1.89297  0.3390
C: 0.51542 -1.07704 1.40905  -0.7960
H: -0.02246 2.28646 0.04048  0.5020
C: -0.80424 1.65984 -0.14396  -0.8011


*b*
DFT (the ωB97M-V functional and the def2-TZVPD basis) results for 2 unconnected molecules or ions with the total composition C4H10NP.

Properties
Lowest unoccupied orbital energy (spin up / spin down), eV: 0.2 / -0.5
Orbital gap (spin up / spin down), hartree: 0.28197 / 0.26861
2S+1: 1
HOMO (spin up / spin down), eV: -7.465 / -7.804

Each line ends with the Mulliken charge.
Atoms and positions in Å:
H: -1.34484 -0.22448 3.12145  0.2866
P: -0.46134 -0.54296 -1.24897  -0.0056
N: 1.13124 -0.56255 -1.03435  -0.1879
C: -0.66752 -0.38240 2.23417  -0.7654
H: -2.15984 0.88872 1.19373  0.3475
H: 1.92097 -1.61443 0.73587  0.2203
H: 3.07037 -0.69229 -0.34496  0.2534
C: 2.00446 -0.93233 -0.19109  -0.2587
C: -0.40635 0.81293 -2.62069  -0.9394
H: -1.29047 1.34615 -2.68178  0.3651
H: 0.34816 1.54252 -2.33627  0.2687
H: 0.39695 -0.40188 2.67008  0.2417
C: -1.11389 0.69054 1.27410  -0.7426
H: -0.29750 0.16983 -3.57072  0.2765
H: -0.87880 -1.41866 1.99649  0.2823
H: -0.25159 1.32130 0.80292  0.3575


*c*
DFT (the ωB97M-V functional and the def2-TZVPD basis) results for a molecular structure, C4H10NP.

Properties
Lowest unoccupied orbital energy, eV: 0.8
Orbital gap, hartree: 0.31735
2S+1: 1
HOMO, eV: -7.818

Each line ends with the Mulliken charge.
Atoms and positions in Å:
N: 1.30318 -0.54730 1.10518  -0.6957
H: -0.81328 2.14506 0.65883  0.3842
H: -2.15302 -1.05116 -0.39647  0.3353
H: 0.79402 1.34905 -1.44459  0.3178
C: 2.17845 0.21364 0.20439  -0.4549
H: -0.93988 -2.24158 -0.89796  0.3663
H: 2.89742 -0.43929 -0.10199  0.3080
H: -1.66105 -2.01610 0.79180  0.3493
H: -2.26256 1.31482 -0.11765  0.3105
C: -1.35684 1.22680 0.60096  -1.2027
C: -1.25494 -1.61842 -0.14077  -1.0315
H: 1.45390 -0.43255 -1.74367  0.2696
H: 2.49859 1.08838 0.64772  0.2785
H: -1.67986 0.90415 1.58702  0.3775
C: 1.06131 0.36541 -0.99891  -0.5772
P: -0.06544 -0.26093 0.24612  0.6651


Stability, highest: *c*


*a*
DFT (the ωB97M-V functional and the def2-TZVPD basis) results for a single C8H17NSi molecule.

Properties
Lowest unoccupied orbital energy (spin up / spin down), eV: 0.2 / 0.2
Orbital gap (spin up / spin down), hartree: 0.26341 / 0.29810
2S+1: 1
HOMO (spin up / spin down), eV: -6.980 / -7.942
SMILES: C=C(/N=C/CC)[Si](C)(C)C

Each line ends with the Mulliken charge.
Atoms and positions in Å:
H: -3.27270 0.19075 -1.86737  0.3654
C: 3.35518 0.62476 0.77867  -1.0445
H: -1.09396 -3.09819 1.01703  0.2855
H: -1.70720 0.47873 2.52932  0.3072
Si: -1.64125 0.05555 0.05318  0.2736
H: -2.42463 -1.34413 -1.87975  0.3666
H: 3.19106 -0.01605 1.64210  0.2862
H: 2.53048 1.32960 0.71703  0.1810
H: -1.82086 2.55979 -0.23074  0.3474
C: -2.41100 0.09312 1.79844  -1.0162
H: -3.29612 0.72044 1.82837  0.3109
C: 3.42233 -0.21164 -0.49135  -0.3562
H: -3.73368 -1.08005 -0.75174  0.3300
C: -1.05026 1.81361 -0.40442  -1.0120
H: -0.18396 2.09239 0.18884  0.2571
N: 1.07586 -0.63985 -0.14725  0.0484
C: -0.27506 -2.87951 0.35560  -0.9703
H: 0.68224 -3.30102 0.61192  0.3045
C: -2.88676 -0.60231 -1.23505  -1.1776
H: 3.65816 0.42978 -1.34909  0.2697
H: 4.28034 1.17777 0.92296  0.3832
H: 4.22695 -0.94992 -0.41869  0.3185
H: 2.14233 -1.66948 -1.56378  0.4500
C: 2.13891 -0.92493 -0.76816  -0.4317
H: -0.76284 1.87487 -1.45038  0.3032
C: -0.10992 -1.04021 0.08893  0.2944
H: -2.70166 -0.90304 2.11598  0.3257


*b*
DFT (the ωB97M-V functional and the def2-TZVPD basis) results for 2 unconnected molecules or ions with the total composition C8H17NSi.

Properties
Lowest unoccupied orbital energy, eV: -0.3
Orbital gap, hartree: 0.27985
2S+1: 1
HOMO, eV: -7.913
SMILES: C=C=[SiH]C=C.CC(C)(C)N

Each line ends with the Mulliken charge.
Atoms and positions in Å:
C: 0.61555 0.41179 0.24453  -1.1150
C: -2.65915 -1.75229 1.07714  -0.2410
H: 0.76668 0.32128 1.27321  0.4076
H: 1.78587 -1.90342 0.43422  0.3575
Si: -2.91310 -0.52394 -0.41562  0.3589
H: -4.63804 2.14258 -0.19917  0.2155
H: -0.21032 -0.19352 -0.12470  -0.1277
H: -2.39725 -0.35922 2.62551  0.2160
H: -3.04461 -1.56562 -1.57136  -0.0862
C: -3.52185 2.22237 -0.38592  -0.5074
H: 3.53199 -1.48254 -0.25632  0.4249
H: 2.49494 -0.86520 -2.28269  0.2154
H: 2.23759 2.15400 -0.81304  0.4513
H: 0.61168 1.48909 0.05233  0.4365
H: 3.60302 1.29101 -1.25790  0.4233
C: 1.96322 -0.01729 -0.52605  1.5098
H: -3.10017 3.17288 -0.57291  0.2628
C: 2.60195 -1.18371 0.28148  -1.5334
H: 1.32756 0.16812 -2.43993  0.1842
H: -2.62739 -2.86210 0.71142  0.2103
H: 2.94917 -0.70284 1.15513  0.3696
C: 2.82595 1.31312 -0.54318  -1.7472
C: -2.36857 -1.42624 2.30879  -0.4659
H: -1.97692 -2.06554 3.12376  0.2451
N: 1.70661 -0.49565 -1.85126  -0.6569
C: -2.67758 1.18873 -0.54522  -0.1498
H: 3.11315 1.52414 0.49774  0.3419


Stability, highest: *a*


*a*
DFT (the ωB97M-V functional and the def2-TZVPD basis) results for a molecular structure, CH2IOP.

Properties
Lowest unoccupied orbital energy (spin up / spin down), eV: -1.1 / -1.4
Orbital gap (spin up / spin down), hartree: 0.27955 / 0.23513
2S+1: 1
HOMO (spin up / spin down), eV: -8.661 / -7.756

Each line ends with the Mulliken charge.
Atoms and positions in Å:
I: -0.00727 -0.66274 0.59949  0.1167
H: -0.79039 1.87015 1.82889  0.3573
P: -0.56205 -2.67716 -1.94435  0.2897
C: 0.00925 1.39889 1.28296  -0.7745
H: 0.77712 2.02402 0.84481  0.3364
O: 0.57335 -1.95316 -2.61180  -0.3256


*b*
DFT (the ωB97M-V functional and the def2-TZVPD basis) results for a molecular structure, CH2IOP.

Properties
Lowest unoccupied orbital energy, eV: -1.1
Orbital gap, hartree: 0.31565
2S+1: 1
HOMO, eV: -9.644

Each line ends with the Mulliken charge.
Atoms and positions in Å:
H: -0.89458 -0.07524 -0.67898  0.3085
O: -1.36986 -0.07795 1.65335  -0.4127
H: 0.51090 1.18564 -0.92048  0.3388
P: 0.07995 0.02701 1.49698  0.4573
I: 1.56925 -1.29383 -1.13837  0.0302
C: 0.10433 0.23437 -0.41250  -0.7222


Stability, highest: *b*


*a*
DFT (the ωB97M-V functional and the def2-TZVPD basis) results for a molecular structure, C2H3O2S2.

Properties
Net charge: -1
Lowest unoccupied orbital energy (spin up / spin down), eV: 3.7 / 3.7
Orbital gap (spin up / spin down), hartree: 0.28479 / 0.28475
2S+1: 1
HOMO (spin up / spin down), eV: -4.071 / -4.070

Each line ends with the Mulliken charge.
Atoms and positions in Å:
C: 0.43827 -0.23367 -0.47470  -0.3176
H: 1.55324 -0.29446 -0.19618  0.2066
S: -1.52424 0.65699 -3.52935  -0.4233
O: -3.37429 1.37548 -1.41058  -0.5865
C: -0.54092 0.59261 -0.26250  -0.4906
H: 0.17272 -0.93250 -1.28489  0.1623
O: -2.74522 -1.03310 -1.55218  -0.5545
H: -0.86931 1.31797 0.45151  0.3166
S: -2.38028 0.36039 -1.82852  0.6869


*b*
DFT (the ωB97M-V functional and the def2-TZVPD basis) results for 2 unconnected molecules or ions with the total composition C2H3O2S2.

Properties
Net charge: -1
Lowest unoccupied orbital energy, eV: 3.6
Orbital gap, hartree: 0.26613
2S+1: 1
HOMO, eV: -3.604

Each line ends with the Mulliken charge.
Atoms and positions in Å:
S: -1.01427 -0.75730 -0.02906  0.4761
H: 3.83657 1.49986 0.16975  0.3356
C: 2.76445 1.44679 -0.01893  -0.3422
O: -1.68946 0.02687 0.95553  -0.4845
O: -0.99747 -0.29385 -1.43309  -0.5496
H: -2.57774 -2.58253 0.84435  0.0467
C: 1.58124 1.48253 0.13020  -0.3386
S: -2.47273 -2.52624 -0.40454  -0.4864
H: 0.56941 1.70388 -0.21422  0.3429


Stability, highest: *b*


*a*
DFT (the ωB97M-V functional and the def2-TZVPD basis) results for a single C8H10BNO3 molecule.

Properties
Lowest unoccupied orbital energy, eV: 0.5
Orbital gap, hartree: 0.35772
2S+1: 1
HOMO, eV: -9.261
SMILES: O=C(NCB(O)O)c1ccccc1

Each line ends with the Mulliken charge.
Atoms and positions in Å:
H: -1.71358 -1.56442 0.06238  0.5107
O: -1.27531 3.99121 -1.43437  -0.5222
H: -1.37141 0.59783 -0.67825  0.3239
H: 1.10207 2.63646 0.29300  0.3813
C: -0.69610 -1.86891 0.03823  -0.3428
C: -1.30248 2.32697 0.51175  -0.7194
C: -0.43417 -3.11597 -0.48505  -0.6168
N: -1.05584 0.94978 0.22536  -0.2081
C: 0.88753 -3.58438 -0.50404  -0.3708
H: -0.99966 2.64297 1.53730  0.3058
H: -0.65365 4.41572 -2.04929  0.3091
C: 0.31553 -1.04332 0.54809  0.2269
C: 1.86937 -2.81875 0.08117  -0.5564
C: 1.59377 -1.54578 0.58501  -0.3995
H: -2.36179 2.52709 0.31895  0.2891
O: 0.85602 3.23855 -0.44487  -0.6198
H: 1.15700 -4.49447 -0.97486  0.4169
H: -1.20215 -3.77120 -0.88276  0.3816
H: 2.85669 -3.18225 0.08443  0.4173
B: -0.52789 3.26822 -0.50079  0.6687
O: 0.58024 0.99333 1.75757  -0.6413
C: 0.00112 0.34070 0.90454  0.3295
H: 2.37472 -0.93937 1.00650  0.4364


*b*
DFT (the ωB97M-V functional and the def2-TZVPD basis) results for 2 unconnected molecules or ions with the total composition C8H10BNO3.

Properties
Lowest unoccupied orbital energy (spin up / spin down), eV: 0.2 / 0.2
Orbital gap (spin up / spin down), hartree: 0.24096 / 0.24098
2S+1: 1
HOMO (spin up / spin down), eV: -6.349 / -6.349

Each line ends with the Mulliken charge.
Atoms and positions in Å:
C: 0.85729 0.52122 0.76936  0.5681
C: 2.05111 2.51649 -0.81815  -0.5688
H: 2.55029 0.65551 2.02635  0.3159
H: 3.70646 2.28855 0.68228  0.2436
C: 2.05647 1.06894 1.10817  -0.6234
C: 0.77134 2.03588 -1.19274  -0.9059
O: -0.48999 -3.75076 -0.06565  -0.3782
O: 0.03697 -0.38948 1.34197  -0.3553
H: -1.72760 0.93976 -1.06148  0.1902
N: -1.08482 0.57476 -0.35951  0.0501
C: 2.67731 1.98047 0.27644  -0.4484
H: 2.55235 3.16746 -1.37761  0.5361
H: -2.33843 -1.59449 2.05507  0.2218
O: -0.99679 -2.20957 -1.97701  -0.4100
H: -2.53441 0.20713 2.02185  0.4766
C: 0.20281 1.04827 -0.40111  0.7643
C: -1.15278 -0.47131 0.58368  0.2789
C: -2.33893 -0.60850 1.41225  -1.4499
H: -3.38010 -0.62583 0.91217  0.3247
H: 0.27011 2.49555 -2.07223  0.2793
H: 0.00480 -4.41999 -0.50672  0.2886
B: -0.84608 -2.61096 -0.65714  0.3268
H: -0.84740 -2.81910 -2.70023  0.2752


Stability, highest: *a*


*a*
DFT (the ωB97M-V functional and the def2-TZVPD basis) results for 2 unconnected molecules or ions with the total composition C3H4Cl2.

Properties
Lowest unoccupied orbital energy, eV: -0.7
Orbital gap, hartree: 0.30472
2S+1: 1
HOMO, eV: -9.013

Each line ends with the Mulliken charge.
Atoms and positions in Å:
H: -0.64299 -0.47245 2.34459  0.1647
H: 0.88810 -1.15075 1.38679  0.2704
C: 0.74858 1.47484 -1.69166  0.0457
C: -0.89194 -1.12742 0.25193  -0.4845
Cl: 2.09723 1.33819 -0.78859  -0.0066
Cl: 0.50334 2.91132 -2.43524  -0.0480
C: -0.16157 -0.86493 1.31340  -0.4288
H: -0.64141 -1.42141 -0.74727  0.3039
H: -1.89933 -0.68737 0.36605  0.1833


*b*
DFT (the ωB97M-V functional and the def2-TZVPD basis) results for 2 unconnected molecules or ions with the total composition C3H4Cl2.

Properties
Lowest unoccupied orbital energy, eV: 0.8
Orbital gap, hartree: 0.37877
2S+1: 1
HOMO, eV: -9.499
SMILES: ClC1=CC1.Cl

Each line ends with the Mulliken charge.
Atoms and positions in Å:
C: -0.59261 0.26584 0.36816  -0.0194
C: -0.22839 -0.75706 -0.34545  -0.2014
H: -1.70868 0.50366 -1.71837  0.2472
Cl: 2.56108 -0.21666 1.28887  -0.2398
H: 0.10546 -1.68419 -0.42065  0.5339
Cl: -0.61909 1.05415 1.84125  -0.1479
H: 1.30933 -0.51660 1.69497  0.2192
H: -0.03237 0.93644 -1.57498  0.1858
C: -0.79473 0.41442 -1.13381  -0.5777


Stability, highest: *b*